No. 1
{
  "formula": "C4H7N",
  "method": "ωB97M-V with the def2-TZVPD basis set",
  "species": ["C", "C", "N", "H", "H", "H", "C", "C", "H", "H", "H", "H"],
  "xyz": [[-0.97020, -0.00610, -0.30306], [-2.11539, -0.09154, 0.26625], [-3.17628, -0.15085, 0.89237], [-0.15757, -0.66100, -0.43434], [-0.83528, 1.00060, -0.82367], [-3.94914, -0.61721, 0.37740], [2.07133, -0.28252, -0.46316], [1.68992, 0.51670, 0.46012], [2.35384, -1.17379, -0.01372], [2.20814, -0.26640, -1.50130], [1.34538, 1.51293, 0.09893], [1.53523, 0.21917, 1.44419]],
  "lowdin_charge": [-0.034, -0.281, 0.112, 0.014, 0.102, 0.081, -0.106, -0.109, 0.038, 0.056, 0.076, 0.052],
  "gap_ev": 10.0001,
  "smiles": "C=C=N.C=C",
  "homo_energy_ev": -9.0459,
  "de_lowest_kcal_mol": 74.4,
  "lumo_ev": 0.954,
  "energy_ha": -211.24215
}


No. 2
{
  "formula": "C4H7IN2",
  "method": "ωB97M-V with the def2-TZVPD basis set",
  "species": ["C", "C", "C", "C", "N", "N", "I", "H", "H", "H", "H", "H", "H", "H"],
  "xyz": [[2.89696, 1.11791, -0.84215], [1.98571, 0.27715, -1.12941], [0.52008, 0.33279, -0.62590], [-2.47748, -1.14629, 1.27787], [0.08125, -0.61164, 0.01318], [-2.11951, -0.13890, 0.43835], [-2.19584, 1.81077, 1.13179], [3.79095, 0.96057, -1.28570], [2.85572, 1.85826, -0.11479], [1.98000, -0.50700, -1.83486], [-0.09188, 1.17463, -1.18873], [-2.51340, -0.98222, 2.27780], [-3.46092, -1.58519, 0.92744], [-1.86826, -2.06255, 1.11591]],
  "lowdin_charge": [0.013, -0.157, -0.325, -0.370, 0.154, -0.525, 0.698, 0.031, 0.058, 0.088, 0.127, 0.014, 0.107, 0.087],
  "gap_ev": [8.4826, 8.1567],
  "homo_energy_ev": [-8.7576, -8.5398],
  "de_lowest_kcal_mol": 133.9,
  "lumo_ev": [-0.275, -0.383],
  "energy_ha": -563.59926
}


No. 3
{
  "formula": "C28H39CoFN8O8",
  "method": "ωB97M-V with the def2-TZVPD basis set",
  "species": ["Co", "O", "C", "C", "N", "C", "C", "O", "O", "C", "C", "O", "O", "H", "H", "H", "H", "H", "H", "H", "H", "H", "C", "C", "N", "C", "C", "C", "O", "O", "C", "O", "C", "C", "C", "F", "C", "C", "C", "N", "C", "C", "N", "C", "C", "H", "H", "H", "H", "H", "H", "H", "H", "H", "H", "H", "H", "H", "H", "H", "H", "H", "H", "C", "N", "C", "N", "C", "N", "C", "N", "C", "C", "H", "H", "H", "H", "H", "H", "H", "H", "H", "H", "H", "H"],
  "xyz": [[0.75104, -0.30934, 0.21085], [2.22088, -1.18367, -1.64020], [2.41108, -2.58689, -1.47804], [1.07611, -3.29758, -1.33508], [0.35527, -2.81537, -0.17091], [0.89489, -3.36958, 1.07071], [1.92384, -2.49421, 1.80649], [2.68052, -3.03548, 2.59974], [1.84881, -1.24143, 1.55752], [-1.09427, -2.86844, -0.25362], [-1.78797, -1.78475, 0.59464], [-2.91711, -2.02717, 1.00780], [-1.13321, -0.70059, 0.76458], [1.48080, -1.04765, -2.25478], [3.02480, -2.71451, -0.58648], [2.96410, -2.99389, -2.33112], [1.24968, -4.38617, -1.30039], [0.48142, -3.08869, -2.22556], [1.36197, -4.34383, 0.88631], [0.07463, -3.53688, 1.77263], [-1.51412, -3.84093, 0.03040], [-1.37648, -2.66396, -1.28771], [-1.34389, 4.09210, -6.71259], [-2.18493, 3.71740, -5.50241], [-1.70410, 2.50929, -4.83603], [-0.78510, 2.64252, -3.83765], [-0.27881, 1.64585, -3.07595], [0.66342, 2.08041, -1.95160], [1.15581, 3.20453, -2.06299], [0.76735, 1.29671, -0.97059], [-0.68774, 0.29195, -3.34632], [-0.23026, -0.71863, -2.83067], [-1.72689, 0.15475, -4.41077], [-2.22751, -1.11244, -4.67891], [-3.13992, -1.29170, -5.68179], [-3.67944, -2.51811, -5.87971], [-3.53705, -0.23208, -6.49984], [-3.04449, 1.03142, -6.23280], [-2.17443, 1.25336, -5.15603], [-4.41470, -0.39296, -7.61949], [-4.48753, -1.68461, -8.29151], [-5.17898, -1.45825, -9.65789], [-5.25861, 0.02351, -9.87269], [-6.21536, 0.63101, -8.88957], [-5.74753, 0.18430, -7.48474], [-1.73267, 4.99643, -7.18219], [-1.33478, 3.29125, -7.45448], [-0.31261, 4.28008, -6.41452], [-3.23017, 3.56924, -5.77380], [-2.16912, 4.51645, -4.76299], [-0.45201, 3.65165, -3.62452], [-1.90321, -1.94496, -4.06651], [-3.31808, 1.84178, -6.89577], [-5.05450, -2.42908, -7.72959], [-3.47833, -2.06507, -8.43244], [-6.20034, -1.83227, -9.67260], [-4.62912, -1.89744, -10.48632], [-5.47525, 0.27597, -10.83393], [-4.33596, 0.38961, -9.60683], [-7.21187, 0.27100, -9.13426], [-6.17918, 1.70998, -9.02496], [-6.45486, -0.53829, -7.06050], [-5.70970, 1.04151, -6.81932], [0.13798, 0.83565, 3.04183], [0.81033, 1.35643, 1.83454], [2.22709, 1.61993, 2.16570], [2.35714, 2.57790, 3.26683], [1.65858, 2.01938, 4.42875], [0.23827, 1.77436, 4.16362], [-0.37282, 3.03756, 3.75283], [0.26765, 3.61438, 2.56726], [0.18316, 2.64035, 1.47557], [1.68479, 3.81871, 2.87992], [0.60346, -0.11272, 3.30624], [-0.91058, 0.65947, 2.80165], [2.70868, 2.03069, 1.27499], [2.69798, 0.67651, 2.43184], [1.74910, 2.71563, 5.26641], [2.13257, 1.07440, 4.69925], [-0.29636, 3.75318, 4.57561], [-1.42873, 2.86358, 3.53461], [0.67136, 3.03751, 0.58733], [-0.86856, 2.45334, 1.24595], [1.76442, 4.53657, 3.70038], [2.18316, 4.23096, 2.00006]],
  "lowdin_charge": [0.839, -0.085, -0.208, -0.181, -0.179, -0.081, -0.638, 0.024, -0.112, -0.110, -0.640, 0.008, -0.089, 0.041, 0.121, 0.117, 0.124, 0.106, 0.124, 0.138, 0.124, 0.107, -0.065, -0.195, -0.040, 0.033, -0.002, -0.592, 0.018, -0.066, -0.275, 0.045, -0.029, 0.093, -0.193, 0.061, -0.161, 0.050, -0.126, -0.124, -0.128, -0.066, 0.036, -0.071, -0.112, 0.077, 0.069, 0.084, 0.108, 0.127, 0.145, 0.142, 0.109, 0.127, 0.140, 0.134, 0.134, 0.184, 0.180, 0.132, 0.133, 0.139, 0.131, -0.163, -0.128, -0.158, -0.086, -0.174, -0.084, -0.184, -0.085, -0.165, -0.181, 0.125, 0.121, 0.134, 0.115, 0.119, 0.129, 0.118, 0.124, 0.109, 0.135, 0.119, 0.125],
  "gap_ev": [4.8952, 5.0345],
  "s2": 3.756,
  "homo_energy_ev": [-6.9452, -7.0845],
  "spin_multiplicity": 4,
  "de_lowest_kcal_mol": 3.8,
  "lumo_ev": [-2.050, -2.050],
  "energy_ha": -3612.97978
}


No. 4
{
  "formula": "C18H52O8",
  "method": "ωB97M-V with the def2-TZVPD basis set",
  "species": ["C", "O", "H", "H", "H", "H", "C", "O", "H", "H", "H", "H", "C", "O", "H", "H", "H", "H", "C", "C", "C", "O", "H", "H", "H", "H", "H", "H", "H", "H", "C", "C", "C", "O", "H", "H", "H", "H", "H", "H", "H", "H", "C", "C", "C", "O", "H", "H", "H", "H", "H", "H", "H", "H", "C", "C", "C", "O", "H", "H", "H", "H", "H", "H", "H", "H", "C", "C", "C", "O", "H", "H", "H", "H", "H", "H", "H", "H"],
  "xyz": [[1.27179, 4.25471, 1.80683], [1.84441, 4.91056, 0.71082], [1.25023, 5.03103, 2.78901], [1.75473, 3.48385, 2.07302], [0.28504, 3.84615, 1.86872], [2.65367, 4.71522, 0.58556], [1.94057, 0.28701, 3.51010], [0.96888, 1.30739, 3.92514], [2.83495, 0.40601, 3.03282], [1.36427, -0.37299, 2.87651], [2.31280, -0.40508, 4.34627], [1.43578, 1.68163, 4.99504], [0.39185, 0.53223, 0.16942], [-0.56790, 0.69261, 1.26837], [-0.09816, 0.36444, -0.81130], [0.86717, -0.41733, 0.14354], [0.80281, 1.52045, 0.15686], [-0.13977, 0.81527, 2.09729], [0.13759, -4.83284, 1.07497], [0.43102, -3.30602, 1.07131], [2.02369, -3.13991, 0.97985], [0.08635, -2.81564, -0.27799], [-0.75517, -5.01087, 0.91015], [0.48529, -5.39897, 1.96088], [0.60337, -5.34076, 0.18182], [0.17294, -2.64080, 1.97014], [2.40972, -2.08849, 1.37276], [2.51897, -3.35836, 0.03207], [2.50411, -3.91940, 1.92917], [-0.76895, -2.23142, -0.01387], [-3.31167, -0.47942, -0.99199], [-3.49396, -1.39298, 0.25050], [-3.97251, -2.83270, -0.12288], [-2.17802, -1.52350, 0.78478], [-2.78808, 0.49078, -0.72277], [-4.29775, -0.21442, -1.34092], [-2.84029, -1.05043, -1.88823], [-4.01762, -0.92158, 0.92017], [-4.88636, -2.68977, -0.56248], [-3.98641, -3.59158, 0.75289], [-3.44016, -3.39350, -0.94287], [-1.87781, -0.65818, 0.93122], [-2.40250, -0.10252, 4.32076], [-2.03923, -1.50804, 4.13286], [-1.73882, -2.16982, 5.49011], [-2.93221, -2.14926, 3.41738], [-1.67763, 0.52996, 4.80261], [-3.36035, 0.05323, 4.96323], [-2.62256, 0.35729, 3.51000], [-0.97672, -1.32876, 3.58710], [-2.70183, -2.26323, 6.06752], [-1.16267, -1.39682, 6.26995], [-1.03694, -2.97066, 5.42630], [-2.81131, -1.97977, 2.50229], [3.26983, 5.03604, -4.06013], [2.96845, 4.24432, -2.79327], [1.87240, 3.09257, -2.98566], [4.24139, 3.49088, -2.57024], [4.04350, 5.73496, -4.02774], [2.36353, 5.60798, -4.40770], [3.68932, 4.58382, -5.03831], [2.66316, 4.87942, -1.98426], [1.78636, 2.37263, -2.22655], [2.14982, 2.67850, -3.88102], [0.81494, 3.66754, -3.23957], [4.33206, 3.78365, -1.70478], [0.80611, 0.32450, -5.94637], [0.22691, -0.80530, -5.13104], [-0.23374, -0.29258, -3.66961], [-0.94931, -1.17441, -5.91077], [1.18023, 0.28586, -6.89593], [1.58407, 0.82616, -5.25433], [0.21149, 1.05317, -6.11413], [0.98422, -1.83965, -5.06169], [-1.02570, 0.64744, -3.62175], [0.67511, -0.40765, -3.16385], [-0.82115, -1.14278, -3.14786], [-1.30156, -2.03108, -5.45627]],
  "lowdin_charge": [-0.144, -0.018, 0.147, -0.022, 0.070, -0.041, -0.173, -0.218, 0.037, 0.037, 0.107, 0.254, -0.070, -0.136, 0.071, 0.054, 0.073, 0.012, -0.048, -0.420, -0.096, -0.152, -0.037, 0.090, 0.111, 0.133, 0.066, 0.052, 0.140, 0.102, -0.029, -0.399, -0.019, -0.103, 0.100, 0.065, 0.103, 0.083, 0.032, 0.116, 0.098, 0.020, -0.083, -0.611, -0.046, 0.022, 0.072, 0.130, -0.002, 0.156, 0.091, 0.129, 0.047, 0.035, -0.085, -0.391, -0.033, -0.051, 0.038, 0.089, 0.112, 0.109, 0.033, 0.009, 0.141, 0.024, -0.070, -0.439, -0.079, -0.128, 0.053, 0.108, 0.006, 0.196, 0.149, 0.027, 0.066, 0.127],
  "gap_ev": 9.6114,
  "homo_energy_ev": -9.6874,
  "de_lowest_kcal_mol": 318.9,
  "lumo_ev": -0.076,
  "energy_ha": -1318.42381
}


No. 5
{
  "formula": "C3H14NO2",
  "method": "ωB97M-V with the def2-TZVPD basis set",
  "species": ["C", "C", "C", "N", "H", "H", "H", "H", "H", "H", "H", "H", "H", "H", "H", "H", "O", "H", "H", "O"],
  "xyz": [[0.57285, -0.80488, -0.51161], [-0.57798, 0.16380, -0.93192], [-0.12670, 1.07124, -2.07017], [0.65661, -0.91733, 0.97936], [0.33938, -1.81825, -0.84104], [1.51155, -0.47739, -0.92202], [-0.81542, 0.74626, -0.03684], [-1.45188, -0.41255, -1.21702], [0.72213, 1.65259, -1.74680], [0.22057, 0.46816, -2.89571], [-0.93814, 1.73063, -2.37423], [0.79757, 0.00242, 1.43218], [-0.25092, -1.24993, 1.32487], [1.43859, -1.50401, 1.26167], [-2.51012, -1.15845, 2.30582], [-2.25859, -2.22197, 1.15672], [-1.86685, -1.75371, 1.90555], [2.29021, 2.18892, 1.24739], [0.84456, 2.47500, 0.75173], [1.40259, 1.81947, 1.18208]],
  "lowdin_charge": [-0.144, -0.230, -0.089, 0.160, 0.131, 0.121, 0.099, 0.108, 0.066, 0.082, 0.087, 0.119, 0.088, 0.171, 0.079, 0.075, -0.030, 0.075, 0.064, -0.033],
  "gap_ev": 12.9300,
  "homo_energy_ev": -15.8891,
  "de_lowest_kcal_mol": 6.4,
  "lumo_ev": -2.959,
  "energy_ha": -327.71243,
  "charge": 1
}


No. 6
{
  "formula": "CH4ClPS2",
  "method": "ωB97M-V with the def2-TZVPD basis set",
  "species": ["C", "P", "S", "S", "Cl", "H", "H", "H", "H"],
  "xyz": [[-1.20080, -0.52347, -0.12685], [-0.29491, -1.83616, 0.80475], [1.97353, -0.42025, 0.06210], [3.98280, -0.51479, -0.09675], [-0.66542, -3.41224, -0.35069], [-0.64579, 0.53182, -0.21378], [-1.43732, -0.99262, -1.08152], [-2.24812, -0.20395, 0.30197], [4.54094, 0.18423, 0.91144]],
  "lowdin_charge": [-0.502, 0.320, -0.053, 0.180, 0.154, 0.052, -0.017, 0.067, -0.200],
  "gap_ev": [6.3408, 7.0480],
  "homo_energy_ev": [-7.9559, -8.3716],
  "de_lowest_kcal_mol": 72.5,
  "lumo_ev": [-1.615, -1.324],
  "energy_ha": -1638.36929
}